Record 1
2 unconnected molecules or ions with the total composition C6H8FN at a distorted geometry. Source: the OMol25 dataset; level of theory: the ωB97M-V functional and the def2-TZVPD basis.

XYZ file:
```
16
Properties=species:S:1:pos:R:3:forces:R:3:lowdin_charge:R:1
C -0.4685 -0.4522 -1.3784 1.13 1.74 5.99 -0.261
C 0.3055 0.8486 -0.6831 -1.83 3.64 -1.25 -0.131
C 0.7244 0.5622 0.7791 -1.00 -2.71 -2.50 -0.274
C 1.3601 1.3691 1.5919 0.39 -0.31 3.22 -0.137
C 0.4242 -0.9265 0.9295 -0.05 -0.98 0.95 -0.115
C 0.1203 -1.5232 -0.2969 -2.15 0.19 1.78 -0.107
H -1.8747 -0.8831 0.3451 -1.19 1.72 -5.25 0.239
H -2.2831 -0.9612 -1.6828 -1.56 -0.94 0.69 -0.004
H -0.2531 -0.6197 -2.4265 -0.30 0.05 -0.02 0.103
H -0.4044 1.8734 -0.6788 1.01 -3.01 0.24 0.159
H 1.0708 1.4078 -1.2948 0.00 -1.52 0.47 0.103
H 1.6007 1.0673 2.7519 -0.37 1.18 -3.23 0.171
H 0.3594 -1.4975 2.0730 0.56 1.63 -3.76 0.172
H -0.2846 -2.6039 -0.2641 0.99 1.70 -0.43 0.110
N -2.0481 -0.2954 -0.9551 4.40 -1.78 2.53 -0.028
F 1.6510 2.6344 1.1898 -0.03 -0.59 0.58 0.000
```
Forces are in eV/Å.

As for the total energy: -387.8188 Ha. The relative energy (zero: lowest compared OMol25 entry of this formula, charge and spin) is 5.9700 eV. The HOMO energy is -8.63 eV. The value obtained for the LUMO energy is 0.556 eV. The HOMO-LUMO gap comes out at 9.1821 eV.



Record 2
A molecular structure, C55H68BN6P3S5Ti at a distorted geometry. Source: the OMol25 dataset; level of theory: the ωB97M-V functional and the def2-TZVPD basis.

XYZ file:
```
139
Properties=species:S:1:pos:R:3:forces:R:3:lowdin_charge:R:1
Ti 1.8027 0.4026 0.9908 -1.27 -0.01 0.40 0.090
C -1.0400 4.1016 -0.4914 -0.04 -0.06 0.02 -0.041
C -1.4261 2.7088 -0.8794 0.03 0.12 0.02 -0.229
C -2.7233 2.2865 -0.9273 0.00 0.05 0.02 0.094
C -3.0211 0.9652 -1.3207 0.01 0.02 -0.06 -0.190
N -2.0736 0.1963 -1.7932 -0.12 -0.15 -0.15 0.181
N -0.8059 0.6108 -1.7776 0.13 0.23 0.16 0.025
B 0.0352 -0.4083 -2.5981 0.14 0.14 0.39 -0.641
N 1.2913 -0.0648 -3.3517 -0.06 0.12 -0.30 0.149
N 0.1442 -0.0216 -4.0809 -0.33 0.02 -0.26 0.231
C 0.0597 0.2854 -5.3388 -0.10 -0.21 0.21 -0.115
C 1.3097 0.5609 -5.9677 0.07 0.11 -0.15 0.072
C 2.4923 0.4246 -5.3216 0.00 0.02 0.05 -0.217
C 3.7865 0.7004 -6.0031 0.03 0.00 -0.04 -0.056
C 2.5328 -0.0234 -3.9187 0.07 -0.06 0.28 -0.673
S 3.9289 -0.4391 -3.1529 -0.18 0.06 0.03 0.749
C -1.2603 0.3324 -6.0718 0.00 -0.01 -0.03 -0.526
C -2.4226 0.0463 -5.1304 0.09 0.02 0.03 -0.053
C -1.4231 1.7367 -6.6747 0.06 0.01 -0.01 -0.021
C -1.2212 -0.7145 -7.1965 0.05 -0.02 0.02 -0.015
N -0.1749 -1.8607 -2.2010 0.34 -0.30 0.51 0.058
N -1.2103 -2.4768 -2.8098 0.00 0.20 -0.30 0.195
C -1.3570 -3.7573 -2.6512 0.06 -0.19 0.02 -0.193
C -0.4229 -4.5083 -1.8862 -0.02 -0.01 -0.06 0.079
C 0.5856 -3.8953 -1.2196 0.05 0.03 0.09 -0.227
C 1.5677 -4.6497 -0.3814 -0.01 0.03 -0.02 -0.050
C 0.6843 -2.4683 -1.3410 -0.37 0.14 -0.25 -0.540
S 1.9194 -1.6563 -0.4995 0.42 -0.11 -0.24 0.637
C -2.5185 -4.4621 -3.3306 -0.05 -0.01 -0.05 -0.543
C -1.9540 -5.3476 -4.4535 -0.03 0.02 0.03 -0.025
C -3.5098 -3.4645 -3.9255 0.07 -0.01 0.00 -0.045
C -3.2485 -5.3317 -2.2934 0.00 0.03 -0.02 -0.032
C -0.4190 1.7625 -1.2038 -0.11 -0.19 -0.06 -0.598
S 1.2369 2.0605 -0.8409 0.34 -0.24 -0.08 0.704
C -4.4186 0.3587 -1.2887 0.03 -0.10 -0.04 -0.529
C -5.4154 1.2938 -0.6095 -0.01 0.00 -0.02 -0.046
C -4.8692 0.0892 -2.7314 -0.03 0.01 0.07 -0.031
C -4.3418 -0.9651 -0.5094 0.03 0.10 -0.02 -0.029
H -1.9190 4.6824 -0.2197 0.01 0.00 0.00 0.091
H -0.5289 4.5924 -1.3230 -0.02 -0.01 0.03 0.098
H -0.3423 4.0860 0.3439 -0.01 0.01 0.06 0.063
H -3.5201 2.9675 -0.6556 0.04 -0.05 0.02 0.129
H 1.3033 0.8750 -7.0038 0.00 -0.03 0.04 0.131
H 3.6346 1.0099 -7.0357 -0.03 -0.01 0.04 0.091
H 4.4234 -0.1833 -5.9726 0.00 -0.01 -0.01 0.083
H 4.3268 1.4821 -5.4648 0.00 -0.03 0.01 0.094
H -2.5212 0.8363 -4.3837 -0.01 0.00 0.00 0.079
H -2.2976 -0.9023 -4.6052 0.01 0.08 0.00 0.049
H -3.3515 0.0072 -5.7010 0.02 0.01 0.00 0.108
H -1.3961 2.5069 -5.8996 -0.01 -0.03 -0.04 0.096
H -2.3885 1.7945 -7.1795 0.04 0.01 0.00 0.100
H -0.6468 1.9570 -7.4097 -0.06 0.02 0.02 0.087
H -1.1622 -1.7271 -6.7901 0.01 0.04 -0.01 0.092
H -0.3700 -0.5604 -7.8625 -0.05 -0.03 0.00 0.089
H -2.1308 -0.6369 -7.7936 0.02 -0.01 0.03 0.100
H -0.5177 -5.5860 -1.8428 -0.04 0.04 0.06 0.132
H 1.3410 -5.7143 -0.3868 -0.01 0.03 -0.01 0.092
H 1.5519 -4.2789 0.6443 0.00 -0.02 0.00 0.081
H 2.5818 -4.4965 -0.7541 -0.01 -0.01 0.01 0.092
H -1.4848 -4.7359 -5.2274 0.00 -0.04 0.01 0.090
H -2.7672 -5.9142 -4.9111 0.05 0.01 0.01 0.098
H -1.2150 -6.0616 -4.0825 -0.04 0.02 -0.02 0.086
H -3.0301 -2.8193 -4.6624 -0.06 -0.05 0.03 0.063
H -3.9494 -2.8397 -3.1465 0.00 0.03 -0.03 0.070
H -4.3133 -4.0118 -4.4206 0.02 0.02 0.02 0.099
H -2.6530 -6.1897 -1.9775 -0.01 0.03 0.02 0.083
H -4.1694 -5.7186 -2.7321 0.04 -0.01 0.01 0.096
H -3.5154 -4.7474 -1.4090 -0.02 -0.03 -0.02 0.092
H -5.5828 2.2029 -1.1928 0.00 -0.02 0.05 0.093
H -5.0831 1.5727 0.3919 -0.03 0.02 0.06 0.077
H -6.3749 0.7841 -0.5156 0.02 0.03 0.00 0.098
H -4.9425 1.0215 -3.2977 0.00 -0.05 0.00 0.096
H -5.8540 -0.3832 -2.7288 0.04 0.02 0.01 0.101
H -4.1644 -0.5720 -3.2334 -0.05 0.00 0.01 0.047
H -4.0049 -0.7925 0.5167 -0.02 -0.02 -0.02 0.080
H -3.6402 -1.6499 -0.9876 -0.01 -0.02 0.01 0.064
H -5.3283 -1.4313 -0.4747 0.04 0.01 -0.01 0.097
S -0.5528 -0.3067 1.1623 0.32 0.14 -0.32 0.478
P -0.2902 0.6490 2.9273 -0.17 0.72 -0.21 0.535
C 1.3340 1.3282 2.7907 0.04 -1.49 0.07 -0.589
P 2.5041 0.4070 3.7328 0.29 0.67 0.29 0.514
S 3.0185 -1.1236 2.4931 0.07 0.17 -0.19 0.401
C 3.9689 1.3978 4.1399 -0.03 -0.01 -0.16 -0.356
C 3.8340 2.7421 4.4761 0.02 -0.02 -0.04 -0.115
C 4.9396 3.4633 4.8993 -0.03 0.03 0.00 -0.059
C 6.1779 2.8420 4.9990 0.01 0.02 0.02 -0.056
C 6.3075 1.4926 4.6999 0.02 -0.03 0.01 -0.055
C 5.2027 0.7673 4.2781 -0.05 0.04 0.00 -0.107
C 2.0834 -0.1020 5.4177 -0.19 0.01 -0.12 -0.346
C 1.7134 0.9202 6.2946 -0.01 -0.08 0.00 -0.090
C 1.5650 0.6464 7.6424 -0.02 0.04 -0.05 -0.057
C 1.7844 -0.6438 8.1126 -0.03 -0.02 0.04 -0.057
C 2.1467 -1.6564 7.2384 -0.01 -0.08 0.03 -0.056
C 2.3014 -1.3891 5.8837 -0.03 0.02 -0.09 -0.080
C -1.5055 1.9789 3.0462 0.10 -0.02 0.00 -0.353
C -1.0946 3.3054 3.0783 -0.04 -0.01 0.06 -0.087
C -2.0440 4.3191 3.1478 0.04 0.04 -0.01 -0.068
C -3.3933 4.0039 3.1876 0.00 0.03 0.01 -0.061
C -3.8042 2.6740 3.1590 -0.03 -0.07 -0.03 -0.068
C -2.8646 1.6598 3.0810 0.04 0.05 0.01 -0.092
C -0.7744 -0.5445 4.1919 0.21 0.02 -0.06 -0.361
C -1.3446 -0.1157 5.3885 0.07 -0.04 0.00 -0.082
C -1.7614 -1.0535 6.3195 0.00 0.05 0.06 -0.052
C -1.6139 -2.4091 6.0564 0.01 -0.01 0.05 -0.053
C -1.0421 -2.8354 4.8658 0.04 -0.03 0.03 -0.059
C -0.6167 -1.9053 3.9318 -0.05 0.01 0.11 -0.111
H 2.8652 3.2234 4.4014 0.02 0.04 -0.06 0.104
H 4.8360 4.5116 5.1506 0.01 -0.04 0.00 0.115
H 7.0405 3.4115 5.3217 -0.02 -0.03 0.00 0.114
H 7.2673 1.0020 4.8042 -0.03 0.02 -0.02 0.116
H 5.2944 -0.2912 4.0621 0.05 0.01 -0.02 0.094
H 1.5570 1.9260 5.9198 -0.02 -0.01 0.07 0.107
H 1.2901 1.4369 8.3295 -0.01 -0.03 -0.03 0.115
H 1.6725 -0.8550 9.1691 0.02 -0.01 -0.04 0.115
H 2.3185 -2.6580 7.6122 0.00 0.03 -0.02 0.115
H 2.6003 -2.1710 5.1949 -0.03 -0.02 0.04 0.094
H -0.0351 3.5315 3.0652 0.00 0.02 -0.03 0.094
H -1.7266 5.3545 3.1827 -0.02 -0.04 0.00 0.114
H -4.1299 4.7951 3.2575 0.02 -0.04 0.00 0.114
H -4.8581 2.4312 3.2162 0.02 0.01 -0.02 0.113
H -3.1749 0.6199 3.0734 -0.04 0.04 -0.02 0.114
H -1.4693 0.9424 5.5831 -0.02 -0.01 0.04 0.117
H -2.2086 -0.7283 7.2504 0.01 0.00 -0.03 0.116
H -1.9488 -3.1357 6.7866 0.01 0.02 -0.03 0.115
H -0.9312 -3.8937 4.6662 0.00 0.03 0.00 0.113
H -0.1805 -2.2282 2.9964 0.02 -0.04 -0.01 0.069
C 3.9149 3.1417 1.2143 0.09 -0.10 -0.06 -0.247
P 4.0432 1.5799 0.2502 0.54 0.51 0.19 0.745
C 4.6135 2.3430 -1.3128 -0.24 -0.32 -0.07 -0.282
C 5.5698 0.7441 0.7843 -0.08 0.00 -0.10 -0.243
H 4.8888 3.4103 1.6243 0.01 0.02 0.01 0.063
H 3.1897 3.0649 2.0085 -0.11 0.01 0.20 -0.010
H 3.5847 3.9214 0.5278 0.00 0.00 -0.02 0.052
H 5.3084 3.1354 -1.0341 0.01 0.00 0.01 0.061
H 3.7757 2.7683 -1.8641 0.05 0.00 -0.02 0.020
H 5.1210 1.6126 -1.9359 -0.03 0.01 -0.05 -0.008
H 6.3928 1.4594 0.7982 0.01 0.00 -0.01 0.065
H 5.7883 -0.0438 0.0610 0.01 0.00 0.01 0.057
H 5.4538 0.2921 1.7621 -0.01 0.01 0.05 -0.011
```
Forces are in eV/Å.

As for the total energy: -6354.2064 Ha. The relative energy (zero: lowest compared OMol25 entry of this formula, charge and spin) is 1.5213 eV. Its total charge is +2. The HOMO energy is -12.23 eV. The value obtained for the LUMO energy is -5.383 eV. The HOMO-LUMO gap comes out at 6.8501 eV.